A structure of composition C19H31IrN4O6PS3, computed with wB97M-V/def2-TZVPD.

Properties
- relative energy (zero: lowest compared OMol25 entry of this formula, charge and spin) (eV) = 0.230
- molecular weight (Da) = 730.87
- charge = +1
- highest occupied orbital energy (eV) = -11.26
- Kohn-Sham gap (eV) = 8.646

```
65
Properties=species:S:1:pos:R:3:forces:R:3:mulliken_charge:R:1
Ir -0.11009 1.61370 -0.22444 0.09 0.35 0.40 2.40
N -0.41480 1.84614 1.84252 -0.10 -0.06 -0.05 -0.18
N -1.57248 2.65356 1.98214 0.06 0.05 0.01 -0.36
C -2.16412 3.18544 0.83107 -0.02 -0.01 -0.01 0.56
O -3.27959 3.63394 0.86763 0.02 0.05 -0.02 -0.63
O -1.38429 3.19194 -0.24215 -0.24 -0.17 -0.10 -1.07
H -0.55768 0.92516 2.25852 -0.10 0.00 0.01 0.04
H 0.36327 2.29755 2.31873 0.04 -0.05 0.00 0.41
H -2.20087 2.42022 2.73471 0.00 -0.01 0.00 0.27
S 2.52502 5.26372 -0.69509 0.01 0.01 0.01 -0.21
C 1.17608 4.23136 -0.72081 0.01 -0.01 0.02 -0.06
N 1.35680 3.04641 -0.20655 0.06 -0.05 -0.06 0.28
C 2.66717 2.88198 0.25678 -0.01 0.04 0.05 -0.21
C 3.20171 1.73985 0.85554 0.00 0.00 0.00 -0.28
C 4.51896 1.78146 1.25999 -0.01 0.00 0.00 -1.04
C 5.30511 2.92703 1.07701 0.00 0.00 0.00 -0.53
C 4.78599 4.05600 0.48211 0.00 0.00 0.00 -0.52
C 3.45449 4.01993 0.07336 -0.01 0.00 0.00 0.62
H 0.22477 4.53450 -1.12919 0.01 0.00 -0.01 0.42
H 2.60080 0.84922 0.97309 -0.01 -0.01 -0.01 0.61
H 4.95832 0.90846 1.72333 0.00 0.00 0.00 0.46
H 6.33587 2.92396 1.40380 0.00 0.00 0.00 0.39
H 5.39010 4.94091 0.33658 0.00 0.00 0.00 0.42
S -0.02750 1.61476 -2.61583 -0.01 -0.29 0.23 -0.44
C -1.70393 1.43808 -2.96994 0.11 0.16 0.00 0.41
N -2.67604 2.06196 -2.36731 -0.07 -0.22 0.11 0.13
C -4.01927 1.87721 -2.91159 0.04 0.07 -0.04 -0.75
C -3.97524 0.55220 -3.65721 0.04 0.00 0.01 -0.51
S -2.25351 0.40993 -4.24839 0.02 -0.02 -0.08 -0.07
H -2.46274 2.67177 -1.57193 0.01 0.12 -0.02 0.12
H -4.23126 2.70586 -3.59176 -0.03 0.01 0.02 0.37
H -4.75250 1.88177 -2.10853 0.01 -0.03 0.01 0.35
H -4.66179 0.52277 -4.49815 0.01 0.01 -0.01 0.44
H -4.16269 -0.29079 -2.99459 -0.03 0.00 -0.01 0.31
C -1.30980 -2.00099 3.97469 0.00 0.01 -0.02 -1.78
C -0.76540 -2.47969 2.64077 0.04 0.01 0.03 1.51
C 0.74153 -2.65821 2.69716 0.00 0.00 0.01 -1.33
C -1.48294 -3.73319 2.17588 0.00 0.00 0.01 -1.38
O -1.10125 -1.37786 1.71378 -0.03 0.11 0.11 -0.12
P -0.52292 -1.00457 0.30816 0.58 0.24 -0.16 -1.09
O 0.82590 -0.23820 0.39322 -0.43 -0.28 -0.59 0.15
O -1.50315 0.03256 -0.26412 0.13 -0.07 0.04 -1.09
O -0.40685 -2.36208 -0.43682 -0.21 0.10 0.06 0.61
C 0.44084 -2.84864 -1.55631 0.05 -0.08 0.00 1.77
C -0.38302 -3.96324 -2.17126 0.00 0.00 0.01 -1.68
C 0.70515 -1.74179 -2.54938 0.00 0.03 0.02 -1.17
C 1.72784 -3.36800 -0.94415 -0.01 0.01 0.04 -1.63
H -1.19226 -2.78385 4.72356 0.01 0.01 0.00 0.44
H -2.36886 -1.76030 3.88804 0.00 -0.01 0.00 0.39
H -0.77023 -1.11667 4.31865 0.00 0.00 0.01 0.39
H 0.99385 -3.32866 3.51881 0.00 -0.02 -0.02 0.54
H 1.23628 -1.70203 2.87316 0.00 -0.01 0.01 0.24
H 1.12783 -3.09036 1.77551 0.01 0.02 -0.02 0.13
H -1.26915 -4.54706 2.86956 0.00 0.00 0.01 0.46
H -1.15257 -4.02867 1.18267 0.00 -0.01 0.00 0.12
H -2.56047 -3.57028 2.15872 0.00 0.00 -0.02 0.37
H -1.31141 -3.56807 -2.58373 0.00 -0.01 0.01 0.38
H -0.62203 -4.72160 -1.42591 0.00 0.00 0.00 0.37
H 0.18196 -4.43502 -2.97538 0.00 0.01 0.00 0.42
H -0.22870 -1.34800 -2.94659 -0.03 0.03 -0.01 0.09
H 1.28808 -2.14292 -3.37925 -0.01 -0.01 0.00 0.52
H 1.27160 -0.93007 -2.09689 0.01 -0.01 0.00 0.17
H 1.52672 -4.18340 -0.24846 0.00 0.01 0.01 0.35
H 2.25459 -2.56743 -0.42333 0.00 0.00 -0.01 0.21
H 2.37475 -3.74966 -1.73423 0.00 0.00 0.00 0.50
```
Forces are in eV/Å.